1.
The following is a quantum chemistry calculation of C6H7N in the gas phase, from the Open Molecules 2025 dataset.

The geometry in XYZ format:
```
14
Properties=species:S:1:pos:R:3:forces:R:3
C 1.49965 0.28506 0.77309 1.71 -2.35 1.34
C 0.41413 1.13017 1.42653 -1.53 -0.63 2.45
C 1.40259 1.70717 0.54012 0.87 1.72 -0.57
C 0.79428 -0.63141 -0.22556 0.83 -3.13 0.48
C -0.58516 -0.04984 -0.25379 -0.38 0.43 0.45
C -1.65980 -0.42699 -1.25740 -0.39 1.61 0.91
N -0.77554 0.82681 0.64773 -0.78 0.67 -0.25
H 2.44505 -0.16514 1.30827 -1.74 1.24 -1.29
H 0.16531 1.47512 2.54100 0.95 -0.78 -2.67
H 1.17704 -0.67344 -1.26875 0.29 0.28 0.76
H 0.89662 -1.81403 0.18616 -0.73 3.07 -1.16
H -2.03327 0.45115 -1.90035 0.67 -1.44 1.10
H -2.47009 -0.89785 -0.70413 -0.39 0.42 0.03
H -1.27079 -1.21678 -1.81292 0.62 -1.10 -1.60
```
Positions in Å, forces in eV/Å.

Results
**Energy relative to the best compared isomer or geometry (same formula, charge and spin)**: 137.05 kcal per mole
**F_max**: 0.0653 Eh/bohr
**Total charge**: 0
**Energy**: -7819.704 eV
**Lowest unoccupied orbital energy**: -0.62 eV

2.
The following is a quantum chemistry calculation of a molecular structure, C25H53O5RbSi4, from the Open Molecules 2025 dataset.

The geometry in XYZ format:
```
88
Properties=species:S:1:pos:R:3:forces:R:3
Rb 0.70537 3.11774 -1.80021 0.22 -0.04 -0.44
C -0.78100 -0.26252 -2.78426 0.68 0.92 1.71
C 0.47269 -0.35925 -3.56994 1.80 -0.38 -0.97
O 1.46364 0.64511 -3.19568 -0.32 -0.72 0.13
C 2.64502 0.12154 -2.58410 -0.16 1.22 2.03
C 2.56638 0.01133 -1.01931 -0.20 -1.88 -1.60
O 2.39742 1.29212 -0.46156 0.12 -0.56 -0.07
C 2.32126 1.20317 0.95219 0.92 0.45 0.16
C 2.17227 2.60127 1.45973 -1.03 0.21 -1.15
O 0.95570 3.22227 0.91893 1.39 -0.29 0.84
C -0.19058 2.90811 1.67843 -0.10 0.46 0.88
C -1.11124 1.94502 1.01256 0.01 -1.24 1.41
O -1.43661 2.45724 -0.24296 -0.66 -0.29 -1.12
C -2.37076 1.59474 -0.86683 -0.57 -1.54 -0.34
C -2.37935 1.60981 -2.38520 -0.14 1.22 0.12
O -1.27747 1.05079 -3.04194 0.60 0.27 -0.43
H -0.41372 -0.35755 -1.72138 -0.97 -0.11 -0.53
H -1.48408 -1.04327 -3.05346 -0.23 -0.17 0.04
H 0.29093 -0.22816 -4.64658 -0.02 0.06 0.23
H 0.97213 -1.34133 -3.43123 -0.65 0.29 -0.04
H 3.41590 0.87242 -2.71535 0.26 0.14 -0.62
H 2.97110 -0.82475 -2.97891 -0.03 -0.42 -0.40
H 3.52717 -0.49735 -0.68263 -0.91 0.67 -0.16
H 1.71148 -0.69134 -0.78859 0.72 0.81 0.30
H 3.29350 0.82214 1.36336 -0.78 -0.12 -0.23
H 1.47514 0.59575 1.25508 -0.01 -0.50 0.04
H 3.00096 3.18804 1.09404 0.22 0.40 0.02
H 2.15353 2.56868 2.53293 -0.04 0.33 0.63
H -0.72860 3.85554 1.90137 0.29 -0.42 -0.21
H 0.10788 2.46391 2.63894 -0.15 0.14 -0.04
H -1.99635 1.90877 1.70013 0.24 -0.18 -0.61
H -0.69932 0.86815 0.94635 -0.43 1.45 -0.03
H -3.41684 1.85904 -0.57037 0.71 -0.30 0.17
H -2.13566 0.51154 -0.60670 -0.41 1.26 0.23
H -2.41028 2.67446 -2.74127 -0.03 -0.75 0.17
H -3.31916 1.15101 -2.70428 -0.05 -0.19 0.00
C -0.04769 6.70932 -2.10934 -0.44 0.33 0.25
C 1.26873 6.78090 -2.58399 -0.55 0.92 0.42
C 1.63098 6.10701 -3.72102 0.37 -0.28 0.42
C 0.69564 5.28401 -4.31819 0.41 -1.02 -1.79
C -0.62171 5.17948 -3.88690 0.90 0.71 0.63
C -1.00233 5.93648 -2.77210 1.02 -0.60 -0.37
H -0.40093 7.27365 -1.23453 0.51 -0.22 -0.36
H 2.02714 7.43920 -2.17270 -0.33 -0.06 0.49
H 2.68188 6.20722 -4.00434 -0.50 -0.31 -0.46
H 1.02444 4.67874 -5.18766 -0.34 0.41 0.56
H -1.26562 4.47533 -4.37165 -0.46 -0.09 -0.19
H -1.98462 5.81460 -2.38280 -0.68 0.22 0.29
C -2.67809 -3.55451 -0.95791 0.75 1.16 0.17
Si -2.37188 -2.66494 0.71401 -0.18 0.13 0.23
C -2.91892 -3.93002 2.04325 -0.21 -0.24 -0.71
C -3.77376 -1.30792 0.74985 -0.21 -1.70 1.75
Si -0.21649 -1.72086 1.01591 -0.11 -0.05 0.04
Si 1.30018 -3.47399 0.50875 -0.72 -0.11 -0.35
C 2.89304 -3.44557 1.47996 0.21 -1.10 0.18
C 0.57075 -5.17349 0.95831 -0.01 -0.24 -2.14
C 1.77926 -3.56406 -1.36878 -1.19 0.14 -0.32
Si -0.01271 -1.67087 3.38191 0.27 0.36 0.00
C 1.65977 -0.83511 3.77059 -0.31 0.72 -1.25
C 0.02101 -3.28221 4.38424 1.27 -0.11 -0.80
C -1.24111 -0.53023 4.25804 -0.28 0.81 -0.52
H -3.72847 -3.80802 -1.03943 -0.17 -0.29 -0.10
H -2.01113 -4.39723 -1.15342 -0.22 -0.03 0.05
H -2.45480 -2.76606 -1.70067 -0.14 -0.41 -0.03
H -3.63517 -4.61078 1.54207 0.24 0.14 0.29
H -3.44273 -3.49623 2.89241 0.13 0.12 0.17
H -2.06455 -4.52684 2.38295 -0.23 0.11 0.00
H -4.72038 -1.89621 0.73899 0.39 0.37 0.07
H -3.86226 -0.58390 0.00050 0.15 0.89 -1.47
H -3.76665 -0.73338 1.69588 0.09 -0.38 -0.19
H 2.69473 -3.65082 2.53086 -0.14 -0.21 0.13
H 3.30854 -2.46653 1.49132 0.81 0.80 -0.32
H 3.61027 -4.22884 1.12699 -0.38 0.78 0.15
H 0.54766 -5.19621 2.00968 -0.14 -0.15 1.51
H 1.25612 -5.98227 0.60334 -0.62 0.37 0.20
H -0.46991 -5.33185 0.57582 0.92 0.01 0.23
H 2.53334 -2.88753 -1.81750 -0.36 -0.19 0.51
H 0.80917 -3.43890 -1.95175 1.09 -0.16 0.51
H 2.11657 -4.59219 -1.53214 0.05 0.03 -0.15
H 2.41350 -1.32084 3.17234 0.37 0.02 -0.65
H 1.98365 -1.09683 4.74396 0.10 0.26 1.46
H 1.70252 0.27865 3.56062 -0.08 -1.24 0.47
H 1.00716 -3.78913 4.23215 -0.77 0.15 -0.18
H -0.78143 -3.94424 4.10581 -0.23 -0.37 -0.08
H -0.00998 -3.11422 5.43787 -0.26 0.34 0.90
H -1.28712 0.46215 3.78564 -0.04 -0.22 -0.49
H -0.97520 -0.21858 5.26020 0.21 -0.58 0.59
H -2.25883 -0.90950 4.25124 -0.21 -0.11 0.12
```
Positions in Å, forces in eV/Å.

Results
**Energy relative to the best compared isomer or geometry (same formula, charge and spin)**: 15.87 kcal per mole
**F_max**: 0.0482 Eh/bohr
**Total charge**: 0
**Energy**: -69187.347 eV
**Lowest unoccupied orbital energy**: -0.21 eV

3.
The following is a quantum chemistry calculation of a molecular structure, C22H22BrN7NiO2, from the Open Molecules 2025 dataset.

The geometry in XYZ format:
```
55
Properties=species:S:1:pos:R:3:forces:R:3
Ni -0.32646 0.52748 0.31925 0.32 0.19 0.35
Br -0.68626 -5.67172 6.06803 -0.01 -0.02 0.00
C 0.63644 -4.31715 6.07634 0.01 0.02 0.01
C 0.94754 -3.67248 7.26138 0.00 0.00 0.00
C 1.91367 -2.68006 7.25196 -0.07 0.06 -0.07
C 2.53619 -2.29893 6.06589 -0.38 0.25 0.09
C 2.23614 -2.98594 4.88804 0.12 -0.12 0.08
C 1.29074 -3.99731 4.89680 0.04 0.00 -0.01
N 3.54312 -1.29976 6.20937 0.76 -0.47 -0.70
N 3.94600 -0.57749 5.26684 -0.53 0.65 0.82
C 3.20887 -0.26526 4.10997 0.12 -0.35 -0.42
C 3.98670 -0.01804 2.99046 -0.06 -0.13 0.15
C 3.45498 0.14479 1.71230 -0.03 -0.04 -0.02
C 2.08036 0.09377 1.50535 -0.07 -0.03 0.01
O 1.53892 0.14517 0.33178 0.07 0.11 -0.02
C 1.24396 0.01391 2.69393 0.03 0.07 -0.02
N -0.08643 0.13901 2.47892 -0.18 -0.23 0.02
C -0.91430 0.10667 3.49530 0.05 0.10 0.00
C -0.46566 0.01661 4.82180 0.01 0.02 0.03
C 0.87676 -0.08963 5.06100 0.00 -0.04 0.04
C 1.78790 -0.14772 3.98379 0.08 0.09 0.03
H 0.45118 -3.94978 8.18087 0.00 0.00 0.00
H 2.19594 -2.17389 8.16644 0.00 -0.01 0.00
H 2.75355 -2.75649 3.96720 -0.02 0.06 -0.01
H 1.05944 -4.53232 3.98605 0.00 0.00 0.00
H 5.06038 -0.01493 3.13639 0.00 -0.01 -0.02
H 4.10212 0.28349 0.85651 0.00 -0.02 0.00
H -1.97143 0.19139 3.26731 0.01 -0.02 0.00
H -1.17632 0.04715 5.63639 0.00 0.01 -0.01
H 1.24370 -0.11664 6.07782 -0.01 -0.02 -0.02
C 1.15413 3.01523 -0.18647 0.02 0.00 0.12
C -0.10428 2.28796 0.17428 -0.12 -0.07 -0.31
O -1.17169 2.80248 0.41252 -0.05 -0.07 -0.04
H 0.91771 4.01297 -0.55372 0.01 0.01 0.01
H 1.72370 2.43417 -0.90661 0.00 0.01 -0.02
H 1.76680 3.09549 0.71523 0.00 -0.02 0.00
C -4.50165 3.49570 -0.23116 0.02 0.02 -0.03
C -5.52176 2.41129 0.09853 0.01 -0.02 -0.02
C -5.49900 2.04786 1.58025 0.02 -0.01 0.02
C -5.34973 1.18636 -0.80394 0.03 -0.04 -0.05
N -3.98829 0.64982 -0.81928 -0.03 -0.01 0.10
C -3.01554 0.81370 -1.71862 -0.01 0.09 -0.02
N -1.95460 0.15223 -1.32185 -0.13 -0.10 -0.01
N -2.31245 -0.41261 -0.13644 0.01 0.04 -0.14
N -3.52696 -0.11735 0.16875 0.02 0.04 0.02
H -4.71446 4.39656 0.34456 -0.01 0.00 -0.01
H -4.52745 3.76791 -1.29004 -0.01 -0.02 0.01
H -3.48634 3.18347 0.01875 -0.01 0.00 0.01
H -6.51967 2.78490 -0.15286 -0.01 0.03 0.04
H -4.58933 1.50604 1.84122 0.02 0.04 0.00
H -6.35173 1.42346 1.85308 0.02 -0.02 -0.02
H -5.53349 2.95214 2.18878 -0.03 -0.01 -0.01
H -5.58042 1.44639 -1.83678 0.01 -0.01 -0.01
H -6.00170 0.36804 -0.50243 -0.03 0.02 0.03
H -3.11265 1.38620 -2.62483 0.01 0.02 0.03
```
Positions in Å, forces in eV/Å.

Results
**F_max**: 0.0229 Eh/bohr
**Total charge**: 0
**Energy**: -148778.888 eV
**Lowest unoccupied orbital energy (spin up / spin down)**: -0.19 / -0.20 eV

4.
The following is a quantum chemistry calculation of a molecular structure, C12H25AsN7O2Re, from the Open Molecules 2025 dataset.

The geometry in XYZ format:
```
48
Properties=species:S:1:pos:R:3:forces:R:3
Re 0.17291 -0.22205 0.53340 -4.52 -0.57 0.96
C -2.30325 3.97560 0.12504 1.44 1.72 -1.58
N -1.44390 3.42189 -0.96649 0.12 -0.38 0.18
C -1.15545 4.24807 -2.13439 -1.77 1.11 -0.05
C -0.80559 2.27400 -0.80803 -0.30 1.88 0.12
N -0.69271 1.61808 0.32145 0.01 -0.89 1.42
N -0.15007 1.83127 -1.93069 -0.92 0.94 -1.67
C 0.47483 0.68581 -2.19098 1.07 -0.43 -0.35
N 0.77242 0.43293 -3.42855 0.07 -0.99 -0.97
N 0.88252 -0.12343 -1.26434 0.46 -1.55 1.53
H -2.17646 5.09352 0.00601 -0.62 -1.27 0.34
H -1.74410 3.72939 0.99622 -0.50 -0.12 1.26
H -3.33925 3.66212 0.01712 0.13 -0.10 0.33
H -1.71847 5.18016 -2.04880 0.01 -0.15 0.26
H -1.58792 3.83547 -3.02209 -0.04 -0.49 -0.79
H -0.14830 4.56414 -2.26758 1.07 -0.29 0.13
H -1.23941 1.91902 1.15563 0.41 0.00 -1.15
H -0.54011 2.19004 -2.81350 0.21 0.41 0.84
H 0.61902 1.09998 -4.12269 -0.35 1.24 -1.35
H 1.01701 -0.47242 -3.80521 0.31 -0.19 0.45
H 1.17825 -1.07337 -1.54441 0.18 0.04 -0.41
C -1.04414 -5.11405 -1.56258 -0.21 -2.52 -0.49
N -1.35415 -3.99755 -0.70391 -0.04 -0.13 1.11
C -2.35510 -4.11767 0.26201 1.49 0.66 -0.81
C -2.54212 -3.16247 1.20893 0.66 0.79 -0.47
C -1.63695 -2.02341 1.14351 -3.17 -1.66 -0.06
O -1.83676 -0.91276 1.70510 2.34 0.97 0.17
N -0.60660 -2.05202 0.27581 1.56 0.26 -0.40
C -0.43256 -2.98524 -0.72087 0.20 -1.42 -0.02
O 0.49344 -2.97302 -1.51882 -0.02 1.09 0.38
H -0.57851 -4.77135 -2.46459 -0.12 0.27 -0.49
H -1.99234 -5.64603 -1.79211 0.68 0.35 0.01
H -0.31398 -5.88958 -1.15943 -0.92 1.21 0.13
H -2.89612 -5.03416 0.11298 -0.56 -0.04 0.36
H -3.40724 -3.14521 1.85082 0.11 -0.06 0.25
C 1.81094 0.29723 4.07218 0.66 -0.27 0.27
As 1.92655 0.14797 2.13576 2.57 -0.40 1.71
C 3.34321 -1.19137 1.96174 -0.43 0.79 -0.97
C 2.70908 1.72583 1.44569 0.32 2.37 -0.04
H 2.69288 -0.29225 4.46261 -0.73 0.94 -0.51
H 0.94777 -0.22557 4.44572 -0.54 0.10 0.18
H 1.83316 1.36308 4.36362 -0.04 -0.65 -0.05
H 4.21351 -0.79968 2.50864 -0.31 -0.20 -0.18
H 3.54486 -1.26438 0.87647 0.17 -0.30 0.65
H 2.94714 -2.10009 2.37981 0.19 -0.51 0.08
H 3.61021 2.17270 1.97674 -0.82 -1.19 -0.58
H 1.95965 2.54296 1.56096 0.32 -0.52 -0.27
H 2.89220 1.57786 0.36610 0.18 0.15 0.55
```
Positions in Å, forces in eV/Å.

Results
**Energy relative to the best compared isomer or geometry (same formula, charge and spin)**: 0.00 kcal per mole
**F_max**: 0.0906 Eh/bohr
**Total charge**: +3
**Energy**: -90316.847 eV
**Multiplicity**: 4
**Lowest unoccupied orbital energy (spin up / spin down)**: -11.28 / -11.71 eV

The lowest energy belongs to which entry?
C22H22BrN7NiO2